(1)
{
  "formula": "C19H68O15",
  "method": "wB97M-V/def2-TZVPD",
  "gap_ev": 9.46,
  "lumo_ha": 0.0051,
  "relative_energy_kj_mol": 553.07,
  "charge": 0,
  "species": ["C", "C", "O", "H", "H", "H", "H", "H", "H", "C", "C", "O", "H", "H", "H", "H", "H", "H", "C", "C", "O", "H", "H", "H", "H", "H", "H", "C", "C", "O", "H", "H", "H", "H", "H", "H", "C", "O", "H", "H", "H", "H", "C", "O", "H", "H", "H", "H", "C", "O", "H", "H", "H", "H", "C", "O", "H", "H", "H", "H", "C", "O", "H", "H", "H", "H", "C", "O", "H", "H", "H", "H", "C", "O", "H", "H", "H", "H", "C", "O", "H", "H", "H", "H", "C", "O", "H", "H", "H", "H", "C", "O", "H", "H", "H", "H", "C", "O", "H", "H", "H", "H"],
  "xyz": [[2.9328, -0.6218, 2.7258], [4.0498, -1.4448, 3.1978], [4.9828, -1.6508, 2.2158], [3.4038, 0.2012, 2.2168], [2.2548, -0.2678, 3.5368], [2.2068, -1.1378, 2.1148], [3.6708, -2.4638, 3.4028], [4.6328, -1.0908, 4.0688], [5.2108, -2.5918, 2.1458], [-2.2372, 1.1242, -2.4112], [-1.3662, 2.2242, -2.9182], [-0.1832, 2.4472, -2.2012], [-3.1062, 0.9232, -3.1072], [-2.5292, 1.2342, -1.3592], [-1.8372, 0.1082, -2.4562], [-1.9182, 3.0712, -3.1462], [-0.9482, 1.8682, -3.8792], [0.3408, 1.6772, -2.1782], [0.9488, 0.7182, 0.5198], [0.1418, -0.4108, -0.2892], [-1.1222, -0.2558, 0.3008], [0.7408, 1.6712, 0.0308], [2.0268, 0.7342, 0.4618], [0.7318, 0.7492, 1.6058], [0.6508, -1.4128, -0.1422], [0.0828, -0.3918, -1.3472], [-1.4662, -1.1468, 0.4438], [-2.8762, -2.3298, -2.4462], [-3.3802, -3.7548, -2.5412], [-3.7822, -4.0168, -3.9202], [-2.5482, -2.0568, -1.4012], [-3.6112, -1.6158, -2.7442], [-2.0342, -2.1038, -3.0792], [-4.2512, -3.9678, -1.9002], [-2.5082, -4.3398, -2.3442], [-4.3982, -4.7688, -3.8592], [-1.4282, -3.8958, 0.1878], [-1.7862, -2.7038, 0.8888], [-2.2412, -4.5108, -0.0132], [-0.8292, -4.6568, 0.7218], [-0.8902, -3.5598, -0.7062], [-2.1602, -2.9868, 1.7078], [-3.9462, -0.9688, 3.4678], [-2.8952, -0.4198, 2.6968], [-4.2302, -1.8968, 3.0578], [-4.8002, -0.3498, 3.5028], [-3.6112, -1.0958, 4.5178], [-3.2312, -0.4318, 1.7988], [2.5578, 1.4142, -3.2292], [2.5098, 0.6252, -2.0742], [2.2758, 2.4252, -2.9532], [1.8298, 1.2262, -4.0692], [3.6038, 1.6622, -3.4972], [3.3168, 0.2892, -1.7242], [4.8718, 2.9832, -0.1772], [4.1628, 2.8182, 0.9998], [4.5278, 2.3542, -0.9922], [5.9408, 2.8082, 0.0128], [4.8028, 3.9682, -0.5112], [3.2768, 2.7252, 0.6228], [-0.1442, -1.9408, 3.3408], [-0.3682, -0.7678, 4.1138], [-1.0622, -2.6088, 3.3628], [0.6168, -2.6128, 3.7418], [-0.1772, -1.6678, 2.2828], [-1.1432, -0.3098, 3.7068], [-5.2132, 0.4412, 0.7628], [-4.1472, -0.1098, 0.0458], [-4.9202, 0.9522, 1.6938], [-5.9722, -0.2888, 1.0258], [-5.6732, 1.2552, 0.1558], [-4.4852, -0.4218, -0.7902], [1.1338, 4.0192, 2.4508], [1.0968, 4.6172, 3.7158], [2.0528, 4.3412, 1.9818], [0.2718, 4.2572, 1.7908], [1.2188, 2.9372, 2.6888], [0.2748, 4.2862, 4.1988], [1.1468, -2.0038, -3.5542], [1.0628, -2.4298, -4.9112], [2.0878, -2.1308, -3.0082], [0.3858, -2.4868, -3.0052], [0.8318, -0.9258, -3.4072], [1.8318, -2.9868, -5.0982], [2.6658, -2.9868, 0.1168], [2.4198, -3.9198, -0.9422], [2.6748, -1.9988, -0.2752], [3.6168, -3.3058, 0.5638], [1.8578, -3.1288, 0.8468], [2.5768, -4.8208, -0.6102], [-1.9372, 2.7882, 0.6768], [-1.4892, 2.0772, 1.8578], [-1.1862, 2.8792, -0.1102], [-2.2252, 3.8042, 0.9788], [-2.8122, 2.2422, 0.2928], [-1.1572, 1.2742, 1.4358], [1.7148, 5.1842, -0.8402], [1.8848, 3.8372, -0.9982], [2.6138, 5.6452, -0.3172], [0.7898, 5.2302, -0.2072], [1.6928, 5.5502, -1.8902], [1.0648, 3.5052, -1.4132]]
}



(2)
{
  "formula": "C19H70N10O16",
  "method": "wB97M-V/def2-TZVPD",
  "gap_ev": 8.56,
  "lumo_ha": 0.0028,
  "relative_energy_kj_mol": 82.74,
  "charge": 0,
  "species": ["C", "C", "O", "H", "H", "H", "H", "H", "H", "C", "C", "O", "H", "H", "H", "H", "H", "H", "C", "C", "O", "H", "H", "H", "H", "H", "H", "C", "O", "N", "N", "H", "H", "H", "H", "C", "O", "N", "N", "H", "H", "H", "H", "C", "O", "N", "N", "H", "H", "H", "H", "C", "O", "N", "N", "H", "H", "H", "H", "C", "O", "N", "N", "H", "H", "H", "H", "C", "O", "H", "H", "H", "H", "C", "O", "H", "H", "H", "H", "C", "O", "H", "H", "H", "H", "C", "O", "H", "H", "H", "H", "C", "O", "H", "H", "H", "H", "C", "O", "H", "H", "H", "H", "C", "O", "H", "H", "H", "H", "C", "O", "H", "H", "H", "H"],
  "xyz": [[-1.5760, 6.5390, 25.4800], [-1.0560, 5.1570, 25.6790], [-1.4490, 4.6120, 26.9250], [-0.9700, 7.3070, 25.9550], [-2.5770, 6.6710, 25.7980], [-1.6720, 6.6690, 24.3790], [-0.0100, 5.0630, 25.7630], [-1.4270, 4.5760, 24.7680], [-0.9800, 5.0700, 27.6500], [-3.4670, 3.1960, 22.2760], [-2.1200, 2.9160, 22.7300], [-1.2620, 3.9720, 22.2870], [-3.6790, 2.9890, 21.2000], [-3.7690, 4.2340, 22.4970], [-4.1370, 2.6060, 22.8430], [-1.7220, 2.0090, 22.2050], [-2.0970, 2.6740, 23.7840], [-0.3340, 3.6440, 22.4200], [-6.7330, 8.6220, 25.4660], [-5.4020, 9.2520, 25.0440], [-5.1660, 10.4060, 25.8470], [-7.4990, 9.3090, 25.0100], [-6.8480, 8.5230, 26.5150], [-6.8860, 7.6810, 25.0140], [-5.5000, 9.4220, 23.9760], [-4.6800, 8.4340, 25.2280], [-4.3880, 10.8860, 25.5230], [-2.2190, 1.2300, 26.0530], [-3.3010, 1.5340, 26.6760], [-2.0420, 0.1310, 25.4410], [-1.1360, 2.0020, 26.0120], [-2.7030, -0.6260, 25.5640], [-1.1420, -0.0870, 25.0270], [-1.0300, 2.8590, 26.5180], [-0.4810, 1.7880, 25.2260], [2.8620, 6.9390, 27.3120], [3.9330, 6.8520, 26.5080], [1.6280, 7.0350, 26.9510], [2.9700, 7.0530, 28.6060], [1.4090, 6.7740, 26.0270], [0.7820, 6.9580, 27.5960], [3.9540, 7.3990, 28.8710], [2.3230, 7.4710, 29.3120], [2.0510, 3.8480, 29.1530], [1.0550, 4.1480, 28.2390], [2.9540, 4.6360, 29.4940], [1.9660, 2.7140, 29.7420], [3.0560, 5.6240, 29.1090], [3.6500, 4.4030, 30.1830], [1.0810, 2.2130, 29.5840], [2.5600, 2.2960, 30.4400], [1.7010, 10.4120, 27.6190], [2.9680, 10.3190, 27.1210], [1.2530, 11.5540, 28.0210], [0.8390, 9.4460, 27.7720], [1.8580, 12.3710, 27.7750], [0.4000, 11.8010, 28.5210], [1.1770, 8.4980, 27.5070], [-0.0680, 9.5440, 28.2160], [-0.6480, 7.8670, 21.7220], [0.4610, 8.7080, 21.5920], [-0.6100, 6.5970, 21.4320], [-1.8440, 8.2130, 22.1220], [0.2410, 6.2280, 20.9000], [-1.2570, 5.9420, 21.8400], [-2.0230, 9.2150, 22.5280], [-2.6060, 7.5190, 22.1920], [-4.8890, 7.1730, 22.2680], [-3.9100, 6.6570, 23.1680], [-5.0220, 6.5070, 21.4810], [-4.6370, 8.2030, 21.9230], [-5.8060, 7.2500, 22.8420], [-4.3060, 6.0540, 23.8560], [-0.2480, 9.8690, 24.6090], [-0.7030, 10.8630, 25.5330], [0.5410, 9.2750, 25.2110], [0.1330, 10.2920, 23.7150], [-1.0450, 9.2520, 24.3670], [-0.2460, 10.6160, 26.3310], [1.6780, 5.8000, 23.7710], [1.0690, 6.8970, 24.2190], [0.9390, 5.0810, 23.4270], [2.1350, 5.5060, 24.6860], [2.4540, 5.9640, 23.0480], [0.1750, 6.9010, 23.9210], [-4.8650, 6.6130, 27.5750], [-3.5820, 6.2860, 28.0350], [-5.1060, 7.5740, 28.0910], [-5.5500, 5.8800, 28.0000], [-4.9150, 6.6150, 26.4870], [-3.3470, 5.3530, 27.7750], [-0.7290, 6.0320, 29.6780], [-0.7010, 6.7770, 28.4700], [-1.2860, 5.1380, 29.5240], [-1.1050, 6.5250, 30.6110], [0.2490, 5.8020, 29.9870], [-1.5620, 7.1420, 28.2650], [-2.6270, 9.5550, 27.4070], [-1.8020, 9.5080, 28.5450], [-3.6170, 9.0200, 27.4680], [-2.1310, 9.1000, 26.5550], [-2.8240, 10.5650, 27.1210], [-2.3210, 9.8410, 29.3190], [-4.3500, 3.9660, 25.2690], [-5.3390, 4.9550, 24.9720], [-4.0390, 3.8880, 26.2930], [-3.5000, 4.3400, 24.6500], [-4.7850, 3.0210, 24.8370], [-5.9610, 4.8720, 25.6520], [3.0830, 3.3690, 25.7650], [1.7140, 3.2330, 25.7080], [3.3740, 4.2910, 26.2890], [3.5680, 3.5020, 24.7540], [3.6110, 2.5750, 26.3000], [1.4070, 3.5230, 26.5940]]
}